ORCA calculation (ωB97M-V/def2-TZVPD) on a molecular structure, C43H124O25Pt at a distorted geometry.

Summary:
- multiplicity = 3
- strongest force on any atom (hartree/bohr) = 0.0688
- gap between HOMO and LUMO (alpha / beta) (eV) = 7.89 / 8.04
- HOMO energy (alpha / beta) (eV) = -7.60 / -7.75

Last column: Mulliken spin population.
CARTESIAN COORDINATES (ANGSTROEM)
Pt 1.538 2.200 -2.468  1.193
O 4.602 4.713 -1.768  0.004
C 3.614 3.891 -1.891  -0.012
O 3.259 3.104 -0.991  0.049
O 2.962 3.889 -2.976  0.122
H 4.677 5.265 -2.549  -0.001
C -0.531 -0.694 -0.203  0.000
C 0.103 0.405 -1.046  0.021
O 0.924 1.171 -0.523  -0.113
O -0.050 0.496 -2.283  0.323
H 0.109 -0.975 0.633  0.000
H -0.634 -1.615 -0.776  0.003
H -1.507 -0.334 0.123  0.001
C -0.280 -5.982 4.591  0.000
C -0.889 -5.207 3.398  0.000
O -0.735 -3.886 3.807  0.000
H 0.771 -5.750 4.759  0.000
H -0.382 -7.067 4.556  0.000
H -0.768 -5.617 5.494  0.000
H -1.928 -5.478 3.212  0.000
H -0.399 -5.486 2.465  0.000
H -1.059 -3.337 3.090  0.000
C -0.228 0.737 4.563  -0.001
C -0.003 0.490 3.074  0.001
O 0.331 1.735 2.351  -0.004
H 0.689 1.127 5.006  0.000
H -0.495 -0.218 5.014  0.000
H -1.062 1.431 4.665  0.000
H -0.937 0.304 2.543  0.001
H 0.751 -0.285 2.936  0.000
H 0.557 1.489 1.451  0.000
C 0.216 3.597 -6.524  0.004
C 1.216 2.654 -5.924  -0.007
O 0.741 2.185 -4.656  0.149
H -0.054 4.479 -5.944  -0.001
H -0.732 3.070 -6.634  -0.001
H 0.550 3.886 -7.520  0.001
H 2.235 3.038 -5.874  0.002
H 1.287 1.820 -6.622  0.001
H -0.031 1.649 -4.853  -0.010
C 5.324 1.180 -3.843  -0.001
C 3.930 0.618 -4.191  -0.004
O 3.129 0.704 -3.006  0.160
H 5.459 2.260 -3.905  0.000
H 6.045 0.740 -4.532  0.000
H 5.620 0.746 -2.888  0.000
H 4.028 -0.439 -4.438  0.000
H 3.508 1.112 -5.066  0.006
H 3.486 0.055 -2.396  0.001
C 1.423 -2.442 -3.489  0.003
C 1.369 -3.713 -2.575  -0.001
O 0.571 -4.768 -3.184  0.000
H 2.044 -1.651 -3.066  -0.006
H 0.441 -2.026 -3.713  0.000
H 1.832 -2.768 -4.445  0.000
H 0.923 -3.457 -1.614  0.000
H 2.368 -4.093 -2.360  0.000
H 0.742 -5.627 -2.791  0.000
C -3.866 -2.121 -3.835  0.000
C -2.909 -1.666 -2.746  -0.001
O -2.667 -0.273 -2.887  0.002
H -3.955 -3.205 -3.912  0.000
H -3.630 -1.725 -4.822  0.000
H -4.891 -1.831 -3.604  0.000
H -1.958 -2.151 -2.967  0.000
H -3.188 -2.002 -1.747  0.002
H -1.781 -0.117 -2.552  -0.011
C -1.112 0.202 -7.638  0.000
C -1.163 -0.157 -6.137  -0.001
O -1.555 0.920 -5.337  0.000
H -0.574 -0.519 -8.254  0.000
H -0.634 1.167 -7.808  0.000
H -2.088 0.244 -8.122  0.000
H -0.166 -0.414 -5.777  0.000
H -1.807 -1.016 -5.949  0.000
H -2.159 0.638 -4.646  -0.001
C 1.800 -3.278 1.290  0.001
C 2.982 -4.013 1.804  0.000
O 2.639 -4.847 2.880  0.000
H 1.346 -2.765 2.138  0.000
H 1.156 -4.051 0.871  0.001
H 2.076 -2.508 0.570  -0.001
H 3.843 -3.369 1.984  0.000
H 3.308 -4.731 1.051  0.000
H 2.333 -4.294 3.603  0.000
C 2.889 -1.940 6.410  0.000
C 1.534 -2.631 6.190  0.000
O 1.529 -3.301 4.983  0.000
H 2.930 -1.175 7.185  0.000
H 3.197 -1.458 5.482  0.000
H 3.684 -2.647 6.645  0.000
H 0.723 -1.904 6.148  0.000
H 1.240 -3.289 7.008  0.000
H 0.648 -3.585 4.729  0.000
C 4.413 -0.095 2.722  0.000
C 3.531 0.542 1.725  -0.001
O 4.212 0.861 0.552  0.003
H 3.908 -0.288 3.668  0.000
H 5.283 0.532 2.916  0.000
H 4.742 -1.061 2.339  0.000
H 3.111 1.443 2.171  0.000
H 2.677 -0.096 1.498  -0.001
H 3.725 1.565 0.117  -0.003
C -1.286 4.318 -0.214  0.004
C 0.103 4.397 -0.848  0.011
O 0.023 3.702 -2.085  0.099
H -1.548 3.275 -0.039  -0.002
H -1.972 4.847 -0.877  0.000
H -1.266 4.853 0.736  0.001
H 0.800 3.908 -0.167  0.001
H 0.406 5.436 -0.978  0.007
H -0.719 4.045 -2.588  0.013
C -3.664 -1.066 5.253  0.000
C -4.862 -0.243 5.661  0.000
O -6.006 -0.729 4.956  0.000
H -2.719 -0.790 5.720  0.000
H -3.527 -1.007 4.173  0.000
H -3.799 -2.132 5.435  0.000
H -4.673 0.824 5.552  0.000
H -4.981 -0.472 6.720  0.000
H -6.706 -0.082 5.068  0.000
C -4.689 -3.070 1.532  0.000
C -3.590 -1.962 1.374  0.000
O -2.327 -2.633 1.619  0.001
H -5.683 -2.731 1.242  0.000
H -4.713 -3.534 2.518  0.000
H -4.436 -3.887 0.856  0.000
H -3.720 -1.047 1.952  0.001
H -3.518 -1.614 0.344  -0.001
H -2.094 -3.045 0.783  0.000
C 5.576 -2.540 -2.307  0.001
C 4.787 -2.336 -0.983  0.000
O 3.961 -1.177 -1.087  -0.006
H 4.910 -2.381 -3.155  0.000
H 6.022 -3.531 -2.400  0.000
H 6.324 -1.747 -2.312  0.000
H 5.378 -2.206 -0.076  0.000
H 4.137 -3.197 -0.831  0.000
H 3.958 -0.635 -0.294  0.000
C 1.650 6.104 3.625  0.000
C 0.883 4.941 3.003  0.000
O 0.220 4.109 3.915  0.000
H 2.527 5.764 4.176  0.000
H 1.043 6.761 4.248  0.000
H 1.945 6.771 2.815  0.000
H 1.566 4.342 2.401  0.001
H 0.144 5.280 2.277  0.000
H 0.113 3.251 3.500  0.000
C -3.297 -5.076 -1.459  0.000
C -2.207 -5.300 -0.477  0.000
O -1.357 -4.191 -0.555  0.001
H -4.129 -5.747 -1.241  0.000
H -2.894 -5.205 -2.464  0.000
H -3.688 -4.059 -1.469  0.000
H -1.620 -6.207 -0.622  0.000
H -2.605 -5.447 0.527  0.000
H -0.744 -4.332 -1.280  0.000
C -3.115 3.045 -2.996  0.001
C -2.846 4.067 -4.089  -0.001
O -1.673 4.737 -3.690  -0.001
H -3.914 2.348 -3.249  0.000
H -3.457 3.512 -2.072  0.000
H -2.207 2.578 -2.614  -0.007
H -3.704 4.731 -4.197  0.000
H -2.762 3.645 -5.091  0.000
H -1.451 5.442 -4.303  0.000
C -6.802 0.331 0.172  0.000
C -5.919 0.055 -1.022  0.000
O -4.598 0.550 -0.943  0.001
H -6.671 1.339 0.564  0.000
H -6.570 -0.380 0.964  0.000
H -7.832 0.003 0.029  0.000
H -6.398 0.488 -1.901  0.000
H -5.768 -1.007 -1.215  0.000
H -4.097 0.373 -1.742  0.000
C -3.220 2.588 3.213  -0.001
C -3.638 1.702 2.009  0.001
O -4.016 2.481 0.904  0.000
H -2.243 3.054 3.084  0.000
H -3.201 1.946 4.093  0.000
H -3.910 3.408 3.414  0.000
H -4.524 1.099 2.209  0.000
H -2.923 0.970 1.634  -0.001
H -4.345 1.846 0.263  0.000
C 5.165 4.476 2.035  0.000
C 6.303 3.659 2.673  0.000
O 7.495 4.352 2.357  0.000
H 5.001 5.406 2.579  0.000
H 4.264 3.867 1.957  0.000
H 5.309 4.777 0.998  0.000
H 6.391 2.676 2.208  0.000
H 6.191 3.533 3.750  0.000
H 8.216 3.819 2.700  0.000